(1)
ORCA calculation (ωB97M-V/def2-TZVPD) on a structure of composition C11H13Br9F6O4.

Values from the calculation:
Highest occupied orbital energy, eV: -10.346
Net charge: 0
Energy above the lowest of the compared OMol25 structures with the same formula, charge and spin, eV: 1.897

Each line ends with the natural charge from an NBO analysis.
Cartesian coordinates (Å):
O -1.270 -3.348 3.300  -0.510
H 0.461 -0.688 -5.071  0.214
C 1.629 2.682 -6.542  0.693
H -2.977 -4.315 3.963  0.193
H 3.270 -0.565 5.610  0.220
Br 1.568 -2.322 5.064  0.090
F -0.281 -1.341 2.070  -0.311
H -0.388 -4.305 5.777  0.217
F -0.013 3.990 -7.613  -0.307
O 1.418 1.767 -5.521  -0.509
C 0.751 3.924 -6.488  0.902
H -1.520 -5.295 3.616  0.195
C 2.685 -0.736 4.706  -0.454
Br -5.513 3.743 0.231  0.099
H 1.154 0.695 1.696  0.227
Br -2.928 5.682 0.191  0.091
C -3.919 4.311 1.201  -0.433
H 0.694 0.406 -3.750  0.222
O 2.572 2.595 -7.319  -0.522
C 1.082 1.375 0.847  -0.459
F 1.653 4.958 -6.505  -0.314
C -1.440 -4.202 5.509  -0.633
Br -0.680 2.264 0.911  0.055
H 1.672 -1.048 -3.856  0.213
C -1.279 -3.492 1.886  0.690
Br 2.461 2.722 1.089  0.096
Br 3.931 -1.078 3.196  0.077
O -1.717 -4.506 1.340  -0.534
C -1.894 -4.379 4.072  -0.073
H 3.033 0.878 -4.517  0.189
H -3.291 3.434 1.353  0.214
C 1.231 -0.242 -4.443  -0.624
C 2.217 0.651 -5.203  -0.073
Br -4.460 5.170 3.010  0.031
H 2.655 0.122 -6.050  0.198
F 0.006 4.085 -5.424  -0.281
H -1.982 -4.893 6.154  0.224
Br 1.715 0.977 4.445  0.075
Br 1.337 0.330 -0.831  0.066
C -0.628 -2.281 1.173  0.911
H -1.876 -3.257 5.833  0.220
F 0.460 -2.639 0.509  -0.289
F -1.599 -1.827 0.378  -0.296

***

(2)
ORCA calculation (ωB97M-V/def2-TZVPD) on an isolated molecule of C7H7NO2S.

Values from the calculation:
Highest occupied orbital energy, eV: -9.558
Net charge: 0
Structure (SMILES): O=S1(=O)N=CC2=CC=CC[C@H]21
Energy above the lowest of the compared OMol25 structures with the same formula, charge and spin, eV: 1.090

Each line ends with the natural charge from an NBO analysis.
Cartesian coordinates (Å):
C -0.544 0.676 -0.194  -0.498
H -0.587 -3.276 -0.539  0.224
C 1.888 0.874 -0.857  0.105
S 0.184 2.256 0.360  2.267
H 1.726 -1.915 -0.910  0.220
H -0.383 -0.177 1.703  0.246
O 0.512 2.210 1.708  -0.924
C 0.807 -0.116 -0.673  -0.052
H 2.826 0.522 -1.419  0.206
H -2.023 0.190 1.183  0.224
H -1.113 0.763 -1.089  0.255
C 0.823 -1.481 -0.690  -0.167
H -2.301 -2.023 0.887  0.225
C -0.481 -2.169 -0.287  -0.236
C -1.105 -0.207 0.950  -0.451
C -1.357 -1.598 0.530  -0.139
N 1.683 2.073 -0.540  -0.595
O -0.555 3.398 -0.123  -0.908

***

(3)
ORCA calculation (ωB97M-V/def2-TZVPD) on a cluster of 8 separate species, C10H37N9O9 in total.

Values from the calculation:
Highest occupied orbital energy, eV: -9.067
Net charge: 0
Structure (SMILES): COCCNCCOC.NC(N)=O.NC(N)=O.NC(N)=O.NC(N)=O.O.O.O

Each line ends with the natural charge from an NBO analysis.
Cartesian coordinates (Å):
H 9.491 0.491 17.598  0.208
H 13.673 4.772 24.207  0.409
H 14.072 -0.224 20.209  0.434
C 10.355 -1.433 17.229  -0.076
H 12.542 0.661 12.568  0.405
H 10.667 -1.249 16.198  0.196
N 9.247 2.882 16.721  -0.837
H 5.579 1.196 22.103  0.168
H 11.005 0.512 20.056  0.467
H 4.410 -0.128 21.895  0.165
H 7.252 0.889 18.609  0.194
N 8.366 -0.877 18.744  -0.641
O 14.208 2.388 16.622  -0.977
O 10.164 0.416 20.504  -0.969
O 16.263 0.770 21.023  -0.697
O 10.829 1.679 15.531  -0.727
H 10.028 -2.475 17.191  0.170
C 15.964 -0.421 20.838  0.754
H 14.476 4.559 22.738  0.358
H 7.197 0.002 20.926  0.190
N 14.283 -0.111 14.957  -0.849
H 14.600 3.246 16.800  0.489
H 13.163 1.402 18.272  0.490
H 16.582 -2.338 21.187  0.381
C 12.566 -1.880 17.822  -0.265
O 12.719 0.917 18.971  -0.996
H 12.520 -2.970 17.781  0.178
C 9.166 -0.545 17.508  -0.244
C 6.441 -0.314 20.206  -0.068
C 4.761 0.820 21.485  -0.243
H 14.116 3.371 21.475  0.377
C 7.099 -0.171 18.811  -0.227
N 16.839 -1.367 21.108  -0.832
O 14.664 -0.529 12.799  -0.689
H 8.443 -0.730 16.711  0.185
H 14.922 1.870 16.243  0.502
H 12.227 0.810 14.297  0.423
C 13.984 -0.011 13.697  0.746
H 14.634 -1.878 20.419  0.382
H 6.513 -0.594 17.992  0.169
N 13.277 2.902 21.776  -0.819
H 14.923 -0.826 15.266  0.408
N 12.852 0.626 13.527  -0.835
O 11.921 3.103 23.598  -0.682
H 9.041 3.394 17.564  0.394
H 12.874 2.050 21.420  0.430
O 5.272 0.526 20.206  -0.549
O 11.395 -1.245 18.175  -0.546
H 6.229 -1.363 20.420  0.164
H 12.986 -1.628 16.845  0.169
H 8.467 2.393 16.309  0.401
N 11.313 3.115 17.180  -0.816
H 9.554 0.116 19.820  0.476
H 8.193 -1.871 18.666  0.356
H 13.285 -1.595 18.588  0.197
H 12.240 0.214 18.513  0.486
N 13.624 4.429 23.261  -0.816
C 10.484 2.472 16.410  0.774
C 12.833 3.488 22.863  0.742
H 4.007 1.606 21.505  0.195
H 10.940 3.720 17.892  0.395
H 17.775 -1.064 21.328  0.410
H 13.633 0.323 15.595  0.384
H 12.285 2.886 17.027  0.419
N 14.789 -0.884 20.474  -0.840

***

(4)
ORCA calculation (ωB97M-V/def2-TZVPD) on a structure of composition C23H32N4O7.

Values from the calculation:
Highest occupied orbital energy, eV: -7.815
Net charge: 0
Energy above the lowest of the compared OMol25 structures with the same formula, charge and spin, eV: 25.175

Each line ends with the natural charge from an NBO analysis.
Cartesian coordinates (Å):
C -4.838 -0.420 3.178  -0.608
C 2.835 -0.078 -4.906  -0.345
H 3.739 1.558 -6.191  0.205
C 0.479 -2.252 -5.028  0.600
H 2.765 0.625 -4.132  0.219
C -0.696 2.022 5.669  -0.327
C -0.050 -0.201 1.442  -0.228
O 0.286 -0.655 -1.338  -0.616
H -2.712 -1.270 -2.499  0.258
C -0.827 -2.208 -4.049  0.612
N -0.194 0.843 5.041  -0.480
H -2.507 0.289 -2.835  0.289
C -1.481 0.154 1.125  0.168
C 5.355 0.602 -4.945  -0.566
O -3.800 0.842 1.422  -0.557
H 4.319 -0.193 -6.648  0.182
N -1.073 -0.985 -3.667  -0.476
H 1.266 -0.770 5.366  0.250
C 2.580 -0.174 2.227  -0.061
H -5.617 1.150 1.755  0.208
O -1.364 -3.221 -3.645  -0.498
O -0.363 1.131 -4.358  -0.633
C -1.006 -0.591 -1.385  0.642
C -1.802 -0.462 -2.595  -0.312
H 0.613 -0.594 0.777  0.262
H 5.228 1.185 -4.272  0.173
H -2.676 0.972 4.070  0.245
H 3.608 -0.634 3.008  0.155
H -4.345 -0.802 3.760  0.175
C -0.418 -0.190 -4.395  0.809
C -2.314 0.308 1.963  0.192
H 2.785 0.813 6.504  0.167
H -5.800 -0.404 3.749  0.227
C 4.069 0.548 -5.704  -0.395
C -2.010 0.635 3.288  -0.286
N -1.715 -0.195 -0.275  -0.602
H 0.707 3.322 4.720  0.171
H 6.253 1.116 -5.562  0.190
H -4.446 1.752 3.050  0.172
H 2.502 -1.166 1.696  0.182
C -0.626 0.379 3.622  0.253
H 1.785 -0.982 -6.712  0.226
H 2.209 1.314 0.764  0.218
H -1.055 1.771 6.790  0.190
H 5.763 -0.303 -4.599  0.208
O 1.801 0.057 3.322  -0.501
O 1.119 -3.242 -5.606  -0.512
C 3.055 0.859 1.267  -0.578
N 0.754 -0.676 -5.105  -0.409
C 0.721 0.087 5.659  -0.273
H 1.362 0.621 -6.315  0.235
C -4.699 0.840 2.479  -0.075
H 3.267 1.896 2.185  0.157
H -2.736 0.093 -0.392  0.416
H 3.872 0.726 0.766  0.212
H -1.515 2.552 5.261  0.240
C 1.708 -0.237 -5.837  -0.274
H 0.058 4.054 6.382  0.247
H 2.509 1.501 4.935  0.143
C 0.367 0.245 2.686  0.199
H 0.443 -0.337 6.670  0.165
C 1.901 1.223 5.925  -0.036
O 1.496 2.163 6.639  -0.542
C 0.213 2.923 5.873  -0.069
H 3.309 -1.341 -4.463  0.186
H -5.220 -1.301 2.491  0.212

***

(5)
ORCA calculation (ωB97M-V/def2-TZVPD) on a structure of composition C52H46ClN3O2P2SbV.

Values from the calculation:
Highest occupied orbital energy (spin up / spin down), eV: -13.479 / -13.427
Net charge: +2
Energy above the lowest of the compared OMol25 structures with the same formula, charge and spin, eV: 0.290
<S²>: 2.0269
Multiplicity: 3

Each line ends with the Mulliken spin population.
Cartesian coordinates (Å):
H 5.508 -2.789 1.211  0.000
C -3.528 0.782 -0.639  -0.007
C -2.521 3.762 4.297  -0.001
V -0.059 -0.426 0.347  2.047
C 0.080 2.473 -4.458  0.000
C 0.510 -1.842 -3.699  -0.004
H 4.784 2.052 0.544  0.000
H -5.871 -0.639 1.361  0.000
Cl 0.840 -2.821 0.968  -0.007
H 3.246 -1.953 0.809  0.001
H -2.855 4.090 -4.909  0.000
C 6.416 -0.847 1.123  0.000
H -4.028 2.927 1.223  0.000
H 0.429 3.652 2.658  -0.001
C -1.970 6.012 0.141  0.001
C -5.385 -0.306 0.453  0.002
H -0.904 -4.455 0.890  0.001
H 1.185 3.529 0.362  0.001
H -1.580 -1.804 -4.220  0.000
C 4.929 0.992 0.705  0.000
H -3.691 0.469 1.493  -0.001
C 0.926 -0.649 6.354  0.001
H -0.766 3.547 -6.108  0.000
C 0.920 -0.200 3.988  -0.008
C -0.110 2.032 -3.155  0.012
H -3.502 7.160 1.103  0.000
H 3.132 3.084 2.230  0.000
H -0.918 -3.489 2.419  0.000
H 2.800 4.952 -3.334  0.000
C 5.346 -1.729 1.079  0.001
C 1.929 4.372 -1.465  0.000
C -1.297 2.307 -2.483  -0.018
C -1.051 -1.087 -2.346  0.035
C -0.482 3.295 3.117  -0.003
C -1.348 4.204 3.705  0.001
C 2.683 4.159 -2.609  -0.002
H 7.416 -1.220 1.294  0.000
P 2.168 0.783 0.456  0.030
H 3.218 -2.901 -5.340  0.000
H 2.182 2.644 3.655  0.001
H -3.769 2.070 4.727  0.000
H 3.495 1.584 3.120  -0.001
H 1.467 5.335 -1.295  0.000
N -0.853 -1.619 -3.546  0.001
H 2.946 -1.252 -1.397  -0.009
C -0.912 3.201 -5.095  0.000
C 6.207 0.512 0.936  0.000
C 2.460 -1.550 -2.315  0.016
C 1.935 -1.145 3.825  0.015
C 3.201 -2.081 -3.352  0.001
H -5.825 -0.275 -2.897  0.000
C 1.930 -1.587 6.182  -0.002
C -3.434 3.779 0.924  -0.005
H -1.108 5.257 3.694  0.000
C -1.750 -2.466 0.670  0.012
C -3.148 6.169 0.858  -0.002
H 0.771 -2.695 -5.670  0.000
C -1.979 1.500 3.703  -0.002
C 2.404 2.130 -0.730  0.036
C 1.775 3.356 -0.532  -0.003
C -2.847 2.412 4.280  0.000
C 4.067 -1.246 0.855  0.024
C -0.830 -3.469 1.337  -0.004
C -5.361 -0.105 -1.937  0.001
C -5.988 -0.528 -0.777  -0.001
C 2.602 -2.488 -4.555  0.000
H 2.321 -2.123 7.035  0.000
C 3.839 0.117 0.674  -0.013
H 3.892 2.767 -3.705  0.000
C -2.088 3.505 -4.422  0.000
O -2.495 -2.731 -0.222  -0.008
C -4.158 0.331 0.521  -0.002
C -4.134 0.547 -1.869  -0.001
H -4.805 5.180 1.786  0.000
H 0.533 -0.450 7.341  0.000
H -3.187 3.342 -2.600  0.000
C -2.256 3.622 0.208  -0.002
H 2.352 -1.337 2.845  0.000
N 0.078 -0.931 -1.659  -0.137
H -2.040 -0.856 -1.973  0.015
C -0.777 1.934 3.142  0.022
C 1.087 -1.428 -2.504  0.025
C 3.297 2.932 -2.819  0.001
C 1.241 -2.379 -4.750  0.000
C 2.699 2.249 2.782  -0.002
O -1.533 -1.210 1.142  0.010
H 3.667 0.976 -2.044  0.000
C 3.166 1.922 -1.880  0.000
H -3.191 4.472 4.760  0.000
N 1.743 1.527 1.930  -0.013
H 4.270 -2.191 -3.233  0.000
H 0.688 1.480 -2.669  0.020
C 0.423 0.048 5.264  -0.004
H 7.041 1.199 0.962  0.000
H -0.344 0.793 5.426  0.000
H 1.009 2.257 -4.969  0.000
H 3.235 -2.552 4.775  0.000
C -3.879 5.056 1.242  0.001
C -2.277 3.070 -3.119  0.002
C 2.443 -1.832 4.913  0.000
P 0.385 0.705 2.516  -0.099
H -2.230 0.444 3.715  0.001
Sb -1.627 1.730 -0.469  0.034
H -0.632 4.628 -0.788  -0.001
H -1.409 6.879 -0.179  0.000
H -3.673 0.881 -2.789  0.000
H -6.942 -1.033 -0.830  0.000
C -1.528 4.740 -0.191  -0.005

***

(6)
ORCA calculation (ωB97M-V/def2-TZVPD) on a structure of composition C34H31BrN5S4V.

Values from the calculation:
Highest occupied orbital energy (spin up / spin down), eV: -2.941 / -3.035
Net charge: -1
Energy above the lowest of the compared OMol25 structures with the same formula, charge and spin, eV: 2.921
<S²>: 3.8195
Multiplicity: 4

Each line ends with the Mulliken spin population.
Cartesian coordinates (Å):
C 5.663 -1.319 -1.375  -0.003
C 4.450 0.606 -0.604  -0.016
C 2.943 -0.293 -5.420  -0.005
C 1.920 -3.990 1.718  -0.012
C 2.887 -0.754 -6.720  0.006
C 5.642 -0.003 -0.952  0.003
H 2.517 -4.165 3.756  0.002
H -2.405 1.238 0.429  0.000
H 1.428 -5.999 1.097  0.003
H 1.908 -2.102 -8.074  0.000
C -1.237 2.308 -4.728  0.000
N -0.349 1.390 0.270  -0.039
C -1.793 3.187 1.002  -0.045
H -2.804 3.509 1.208  -0.003
H 2.776 -5.892 2.222  0.001
H 2.399 -2.033 -1.158  -0.020
C -1.683 0.113 -3.801  -0.019
C 4.479 -2.042 -1.446  0.008
S -1.643 -4.260 1.602  0.451
H -2.753 -1.280 -2.565  0.000
C 0.552 3.616 0.883  -0.030
C -0.076 2.419 -3.978  0.007
H 0.879 -0.376 2.642  0.008
C 0.088 -3.305 -6.502  0.002
N 0.279 -2.341 -3.859  0.029
C 3.216 -0.087 -0.674  0.006
H -0.928 -2.992 -6.257  -0.001
C 0.304 1.379 -3.149  0.005
C 1.165 -1.771 -4.808  0.003
H 2.847 2.369 0.157  -0.007
H 3.666 0.457 -5.131  0.000
H 0.061 -3.315 -4.031  -0.005
H 0.131 -3.507 -7.569  0.000
S -2.890 -3.028 0.748  0.390
C 0.093 -1.993 -2.554  0.087
C 1.090 -2.256 -6.121  0.003
V 0.119 -0.457 -0.277  2.161
C -1.576 1.923 0.572  0.052
C 1.338 -3.129 0.779  -0.080
H 6.565 0.558 -0.888  0.000
H 2.158 -0.449 -3.447  0.014
H -0.819 5.085 1.547  0.003
N 1.149 -3.644 -0.552  -0.015
C -0.485 0.239 -3.100  0.015
H 0.266 -4.254 -5.990  0.000
C 2.087 -3.512 3.006  0.028
H 1.431 4.240 0.993  0.000
S -2.238 -1.125 0.571  0.144
H 0.529 3.313 -4.021  0.000
H -3.565 -0.846 -4.079  0.000
H 1.176 1.441 -2.512  -0.009
C 1.965 -1.732 -7.059  -0.003
N -0.111 -0.803 -2.203  -0.107
Br 7.311 -2.146 -1.852  0.000
C 1.696 -2.222 3.338  -0.006
H 4.502 1.631 -0.273  0.001
C 0.966 -1.826 1.062  -0.078
H 3.011 -5.450 0.540  -0.001
C 2.302 -5.402 1.372  0.001
H 4.479 -3.073 -1.771  0.000
C -2.599 -1.059 -3.626  0.007
C 1.160 -1.392 2.370  0.062
C -0.670 4.077 1.183  0.029
H -2.957 1.120 -5.179  0.000
H 1.827 -1.865 4.353  -0.001
H 1.375 -4.622 -0.659  0.009
C 1.959 1.761 0.060  -0.054
N 1.999 0.440 -0.372  -0.070
H -2.202 -1.953 -4.108  -0.001
C -2.028 1.178 -4.627  0.004
H 3.557 -0.360 -7.470  0.001
S -0.271 -3.269 -1.335  -0.010
H -1.548 3.118 -5.373  0.000
C 3.291 -1.436 -1.103  0.043
C 0.753 2.268 0.393  0.049
C 2.084 -0.795 -4.461  0.006

***

no.,electronic energy (Eh)
1,-24493.1752
2,-874.2699
3,-1573.2396
4,-1640.5199
5,-4650.6936
6,-6698.8643